{"formula": "C47H43N5O4RuS", "method": "ωB97M-V with the def2-TZVPD basis set", "total_charge": 2, "total_energy_ev": -78479.14210, "spin_multiplicity": 5, "e_homo_ev": [-12.878, -12.833], "homo_lumo_gap_ev": [6.63, 5.22], "e_lumo_ha": [-0.22980, -0.27961], "symbols": ["Ru", "N", "C", "C", "C", "C", "C", "C", "S", "N", "C", "C", "C", "C", "C", "C", "N", "H", "H", "H", "H", "H", "H", "H", "H", "H", "C", "C", "C", "O", "C", "C", "O", "C", "O", "C", "C", "C", "C", "C", "C", "C", "C", "C", "C", "C", "C", "C", "O", "C", "C", "C", "C", "C", "C", "C", "C", "C", "C", "C", "C", "H", "H", "H", "H", "H", "H", "H", "H", "H", "H", "H", "H", "H", "H", "H", "H", "H", "H", "H", "H", "H", "H", "H", "H", "H", "H", "H", "H", "C", "N", "C", "C", "N", "C", "H", "H", "H", "H", "H", "H"], "positions_angstrom": [[-1.08624, 0.37975, -0.33148], [-3.67889, 1.15998, -3.57887], [-3.02765, 1.32863, -4.83238], [-3.78753, 1.64797, -5.94242], [-3.16625, 1.81966, -7.17211], [-1.79320, 1.67486, -7.27546], [-1.03653, 1.35770, -6.15445], [-1.65375, 1.17994, -4.92663], [-0.62756, 0.74911, -3.55031], [-1.78489, 0.72324, -2.26541], [-3.06447, 0.90506, -2.42223], [-3.88850, 0.82887, -1.18020], [-5.26009, 0.98907, -1.13057], [-5.90373, 0.89540, 0.09923], [-5.16204, 0.65029, 1.23956], [-3.79041, 0.49660, 1.11889], [-3.17699, 0.58292, -0.06175], [-4.67785, 1.27251, -3.58517], [-4.86101, 1.76154, -5.85280], [-3.75837, 2.06513, -8.04171], [-1.30214, 1.80712, -8.22901], [0.03705, 1.24394, -6.24064], [-5.84695, 1.18072, -2.01650], [-6.97713, 1.01346, 0.15485], [-5.62714, 0.56816, 2.21134], [-3.15066, 0.28930, 1.96936], [4.14803, -1.56932, 2.74195], [3.27984, -2.44802, 1.86418], [3.76181, -3.87604, 1.77357], [3.21253, -1.86338, 0.55158], [1.89522, -1.44859, 0.27696], [1.26716, -1.39467, 1.68267], [1.92996, -2.45867, 2.32396], [-0.25338, -1.59154, 1.85768], [-0.85023, -0.37799, 1.31799], [-0.58379, -1.58738, 3.34409], [-0.72026, -2.78723, 4.03267], [-0.96609, -2.78451, 5.39681], [-1.08172, -1.58514, 6.08433], [-0.94084, -0.38564, 5.40291], [-0.68733, -0.38698, 4.03936], [-0.89161, -2.76708, 1.12812], [-0.19061, -3.87969, 0.67803], [-0.85284, -4.91386, 0.02735], [-2.22068, -4.85647, -0.17704], [-2.93633, -3.76632, 0.30093], [-2.27603, -2.73965, 0.95256], [1.98308, -0.15821, -0.55879], [0.60085, 0.13285, -0.97270], [2.69322, -0.37587, -1.89204], [2.91015, 0.72092, -2.72492], [3.43603, 0.55516, -3.99490], [3.76141, -0.71483, -4.45111], [3.55926, -1.81029, -3.62779], [3.02477, -1.64408, -2.35776], [2.50727, 1.03709, 0.21348], [1.50143, 1.90408, 0.89559], [1.99371, 3.13598, 1.70784], [3.44921, 3.43239, 1.54403], [4.26671, 2.58988, 0.91390], [3.79929, 1.36700, 0.24615], [5.14299, -1.48273, 2.30749], [4.23556, -2.00175, 3.73758], [3.72027, -0.56983, 2.82340], [4.80449, -3.90144, 1.46147], [3.16680, -4.43003, 1.04839], [3.67763, -4.35765, 2.74675], [1.36586, -2.18528, -0.33393], [1.51853, -0.44863, 2.17766], [-0.63099, -3.72694, 3.50421], [-1.06763, -3.72346, 5.92369], [-1.27715, -1.58606, 7.14794], [-1.02108, 0.55267, 5.93599], [-0.56248, 0.55666, 3.51946], [0.86799, -3.97316, 0.86771], [-0.29005, -5.77401, -0.30977], [-2.73104, -5.66507, -0.68218], [-4.01200, -3.73152, 0.18719], [-2.84903, -1.92474, 1.37550], [2.67278, 1.71830, -2.37892], [3.60700, 1.41931, -4.62344], [4.18492, -0.84696, -5.43761], [3.82609, -2.80125, -3.96912], [2.90462, -2.51500, -1.73074], [0.81828, 1.30637, 1.50034], [1.74432, 3.08708, 2.77179], [3.83926, 4.33061, 2.00720], [5.32474, 2.80850, 0.85702], [4.53236, 0.76398, -0.27302], [-0.58688, 5.20763, 2.55500], [-0.31486, 4.19689, 1.54937], [0.99208, 4.02166, 0.91384], [0.68553, 2.83368, -0.02867], [-0.76165, 2.57788, 0.05717], [-1.19330, 3.35613, 1.01479], [-0.14116, 6.15155, 2.24314], [-0.16898, 4.92072, 3.52024], [-1.66112, 5.34741, 2.65370], [1.36265, 4.96458, 0.50901], [1.01624, 2.89765, -1.06334], [-2.21792, 3.35145, 1.36892]], "atomic_forces_ev_per_a": [[-0.173, -0.122, -0.272], [0.124, -0.062, 0.169], [0.038, -0.011, -0.005], [0.085, -0.002, -0.019], [0.011, -0.004, 0.019], [-0.027, 0.006, -0.014], [-0.016, -0.012, 0.073], [-0.012, 0.029, -0.138], [-0.030, -0.016, 0.055], [0.016, 0.023, -0.231], [-0.172, 0.030, -0.081], [-0.096, 0.002, 0.014], [0.115, -0.021, 0.040], [0.006, 0.002, -0.018], [0.048, -0.013, 0.025], [-0.042, 0.012, 0.051], [-0.168, 0.036, -0.062], [-0.017, 0.002, 0.033], [-0.023, 0.000, 0.010], [-0.003, 0.004, -0.009], [0.002, 0.001, -0.008], [0.014, -0.006, 0.009], [0.000, 0.003, -0.013], [-0.011, 0.001, 0.008], [-0.004, 0.004, -0.002], [-0.014, 0.001, 0.004], [-0.023, -0.019, 0.014], [0.021, 0.016, 0.068], [0.014, 0.019, 0.002], [0.019, -0.074, -0.045], [0.006, 0.051, 0.061], [0.030, -0.061, 0.005], [0.021, -0.001, 0.015], [-0.065, 0.192, -0.162], [0.068, -0.008, 0.436], [0.018, -0.145, 0.004], [-0.014, 0.031, -0.032], [-0.008, 0.013, 0.025], [0.000, -0.026, 0.004], [-0.009, 0.010, 0.022], [0.041, 0.058, -0.020], [0.011, -0.017, -0.032], [0.047, -0.040, 0.052], [0.001, 0.000, 0.002], [-0.033, 0.006, -0.008], [-0.003, -0.058, -0.026], [0.012, 0.040, -0.003], [-0.148, -0.091, -0.137], [0.215, 0.218, 0.049], [0.028, -0.114, 0.022], [-0.028, -0.006, 0.019], [0.006, 0.026, 0.013], [0.016, -0.029, -0.010], [0.020, 0.022, -0.031], [0.004, 0.004, 0.037], [0.195, 0.000, 0.001], [0.011, 0.007, 0.019], [-0.055, -0.027, 0.041], [0.093, -0.037, -0.037], [-0.006, 0.087, 0.050], [-0.206, -0.014, -0.042], [0.004, -0.002, -0.018], [-0.012, -0.012, 0.004], [0.009, 0.016, 0.002], [0.004, 0.016, -0.013], [-0.016, -0.002, 0.000], [-0.001, 0.008, 0.012], [-0.004, -0.014, -0.028], [-0.021, -0.015, -0.008], [0.005, -0.011, -0.002], [-0.002, -0.006, 0.006], [0.002, 0.002, 0.008], [0.000, 0.004, 0.004], [-0.004, -0.008, -0.014], [0.007, 0.043, -0.005], [0.000, -0.004, -0.006], [-0.003, -0.005, -0.001], [-0.010, 0.000, 0.000], [0.008, -0.003, -0.006], [-0.020, 0.031, 0.023], [0.001, 0.009, -0.001], [0.001, -0.001, -0.007], [-0.002, -0.009, 0.002], [-0.018, -0.003, 0.000], [-0.021, 0.046, -0.060], [0.036, 0.022, 0.012], [0.003, 0.015, 0.005], [0.005, 0.024, 0.007], [-0.006, -0.039, -0.017], [0.021, 0.031, -0.005], [-0.085, -0.090, -0.028], [0.123, -0.003, -0.004], [-0.008, 0.022, -0.055], [0.083, -0.042, 0.084], [-0.034, 0.066, 0.032], [-0.024, 0.013, 0.008], [0.005, 0.016, -0.013], [0.003, -0.018, 0.031], [-0.019, -0.002, 0.012], [0.053, -0.011, 0.030], [-0.012, -0.005, -0.003]]}